P:
A cluster of 2 separate species, C2H8N2 in total, computed with wB97M-V/def2-TZVPD.

Computed properties:
* SMILES: C=CN.N
* orbital gap: 8.97 eV

```
12
Properties=species:S:1:pos:R:3:mulliken_charge:R:1
C 0.792 1.576 -1.001 -0.840
C 0.366 1.023 0.131 0.153
N -0.862 0.517 0.460 -0.398
H 0.114 1.725 -1.900 0.210
H 1.833 1.660 -1.149 0.267
H 1.001 0.877 1.114 0.224
H -1.020 0.000 1.316 0.212
H -1.593 0.949 -0.066 0.162
N -0.204 -2.378 0.253 -0.610
H -0.494 -2.913 1.038 0.202
H 0.142 -3.054 -0.514 0.219
H 0.533 -1.813 0.393 0.200
```

---

Q:
The molecule C2H8N2, computed with wB97M-V/def2-TZVPD.

Computed properties:
* SMILES: CNCN
* orbital gap: 9.80 eV

```
12
Properties=species:S:1:pos:R:3:mulliken_charge:R:1
C 0.462 -0.364 1.537 -0.847
N -0.015 -0.873 0.278 -0.310
C -0.693 0.080 -0.552 -0.427
N 0.122 1.048 -1.285 -0.437
H 0.916 -1.155 2.122 0.321
H -0.357 0.017 2.145 0.292
H 1.204 0.450 1.469 0.301
H 0.712 -1.390 -0.189 0.205
H -1.359 -0.429 -1.259 0.245
H -1.293 0.690 0.126 0.315
H 0.879 0.784 -1.888 0.161
H 0.199 1.979 -0.925 0.182
```

---

Tell me which of them is the least stable. Sure, it is P.

---

P:
The molecule C5H6O4, computed with wB97M-V/def2-TZVPD.

Computed properties:
* SMILES: C=C(CC(=O)O)C(=O)O
* orbital gap: 10.30 eV

```
15
Properties=species:S:1:pos:R:3:mulliken_charge:R:1
C -1.679 -0.726 -0.394 -0.804
C -0.650 0.097 -0.483 0.510
C -0.094 1.117 0.658 -0.646
C 1.082 0.261 1.207 0.580
O 2.263 0.406 0.951 -0.607
O 0.736 -0.877 1.749 -0.384
C 0.184 -0.086 -1.715 0.435
O -0.252 -0.368 -2.820 -0.551
O 1.532 0.074 -1.565 -0.487
H -2.269 -0.772 0.506 0.340
H -1.853 -1.690 -1.038 0.233
H 0.108 2.082 0.081 0.253
H -0.719 1.164 1.540 0.377
H -0.184 -0.833 1.968 0.339
H 1.794 0.150 -0.645 0.411
```

---

Q:
A structure of composition C5H6O4, computed with wB97M-V/def2-TZVPD.

Computed properties:
* orbital gap (alpha / beta): 7.86 / 7.41 eV

```
15
Properties=species:S:1:pos:R:3:mulliken_charge:R:1
C 1.671 0.659 -1.637 -0.693
C 0.441 -0.127 1.329 0.677
C -0.042 -0.884 -0.406 0.682
C -1.536 -0.445 -0.305 -0.187
C -2.478 0.250 0.257 -0.456
O 1.200 0.314 -0.342 -0.382
O 0.488 -1.187 2.139 -0.432
O 0.130 0.968 1.690 -0.422
O 0.462 -1.904 -0.800 -0.492
H 0.208 -0.924 3.029 0.353
H 1.856 1.731 -1.638 0.261
H 0.954 0.410 -2.425 0.291
H 2.552 0.052 -1.843 0.253
H -3.499 -0.114 0.176 0.252
H -2.407 1.198 0.777 0.295
```

---

Tell me which of them is the least stable. Sure, it is Q.

---

P:
The molecule C7H12N2O2, computed with wB97M-V/def2-TZVPD.

Computed properties:
* SMILES: CC(C)(C#N)C(C)(C)[N+](=O)[O-]
* orbital gap: 11.37 eV

```
23
Properties=species:S:1:pos:R:3:mulliken_charge:R:1
C 0.597 -1.757 -0.550 -1.729
C 0.583 -0.500 0.267 1.396
C 0.408 -0.876 1.754 -1.357
C 1.837 0.211 0.060 -0.211
N 2.917 0.600 0.021 -0.580
C -0.506 0.562 -0.327 1.075
C -0.437 1.925 0.513 -1.627
C -0.250 0.687 -1.836 -1.849
N -1.844 -0.046 -0.026 1.081
O -2.274 0.116 1.081 -0.593
O -2.420 -0.710 -0.882 -0.646
H 1.492 -2.394 -0.113 0.383
H -0.260 -2.241 -0.359 0.586
H 0.763 -1.599 -1.726 0.276
H -0.329 -0.219 2.228 0.412
H 1.466 -0.709 2.250 0.297
H 0.124 -1.951 1.787 0.344
H -0.464 1.633 1.556 0.385
H -1.215 2.621 0.348 0.489
H 0.491 2.361 0.412 0.482
H -0.802 -0.013 -2.437 0.383
H -0.638 1.699 -2.114 0.418
H 0.761 0.600 -1.908 0.585
```

---

Q:
A cluster of 2 separate species, C7H12N2O2 in total, computed with wB97M-V/def2-TZVPD.

Computed properties:
* orbital gap (alpha / beta): 7.39 / 6.89 eV

```
23
Properties=species:S:1:pos:R:3:mulliken_charge:R:1
C -0.974 -2.155 1.038 -0.737
C -0.608 -2.662 -0.206 -0.350
C 0.130 -1.429 1.415 -0.056
C -1.640 1.210 -0.098 -0.817
C 0.715 2.140 1.791 -0.619
C 1.251 0.874 -2.120 -0.429
C -0.276 1.668 -0.392 0.732
N 1.008 -1.353 0.446 -0.566
N 0.642 -2.170 -0.530 0.334
O 0.596 2.046 0.467 -0.288
O 0.121 1.759 -1.738 -0.449
H -1.786 -2.236 1.706 0.443
H -1.114 -3.336 -0.955 0.378
H -1.471 0.189 0.239 -0.019
H -2.337 1.303 -0.910 0.353
H -2.102 1.763 0.701 0.359
H 0.523 -1.218 2.443 0.410
H -0.069 1.813 2.516 0.293
H 1.777 2.156 2.107 0.259
H 2.129 1.421 -2.473 0.242
H 0.935 0.289 -2.888 0.341
H 1.309 0.266 -1.328 0.075
H 1.243 -2.339 -1.230 0.112
```

---

Tell me which of them is the least stable. Sure, it is Q.

---

P:
A structure of composition C32H35AsCsN7O4S4Sb, computed with wB97M-V/def2-TZVPD.

Computed properties:
* multiplicity: 2
* charge: -2
* orbital gap (alpha / beta): 4.85 / 6.53 eV

```
85
Properties=species:S:1:pos:R:3:mulliken_charge:R:1
Cs -1.607 2.163 0.296 1.447
O 5.983 2.294 -5.731 -0.533
C 6.209 1.185 -4.957 0.671
O 7.186 0.522 -5.220 -0.633
C 5.335 0.988 -3.803 0.947
C 5.611 -0.083 -2.938 -1.018
C 4.842 -0.348 -1.833 -0.633
C 3.711 0.457 -1.512 0.128
C 3.453 1.558 -2.375 -0.223
C 4.230 1.803 -3.476 -0.779
N 2.884 0.270 -0.463 0.468
C 2.891 -0.864 0.225 -0.798
C 2.104 -1.036 1.400 0.357
C 2.086 -2.276 2.085 -1.103
C 1.320 -2.428 3.215 -0.282
C 0.550 -1.354 3.669 -0.634
C 0.596 -0.179 2.929 -0.669
N 1.335 -0.004 1.844 0.191
H 5.221 2.775 -5.387 0.279
H 6.471 -0.700 -3.170 0.403
H 5.118 -1.170 -1.187 0.308
H 2.597 2.182 -2.143 0.284
H 3.953 2.651 -4.097 0.114
H 3.474 -1.730 -0.094 0.060
H 2.693 -3.093 1.709 0.383
H 1.317 -3.373 3.746 0.370
H -0.066 -1.419 4.557 0.521
H 0.006 0.681 3.242 0.542
S -6.045 2.093 0.752 -0.351
Sb -5.389 1.083 -1.419 0.518
S -6.390 -0.932 -1.787 -0.701
S -7.005 2.868 -0.946 -0.408
O -2.771 -0.252 0.447 -0.897
S -2.154 -1.300 1.299 0.877
C -3.334 -1.644 2.605 0.123
C -4.538 -0.963 2.632 0.208
C -5.432 -1.216 3.661 -0.603
C -5.111 -2.137 4.651 -0.395
C -3.896 -2.814 4.614 -0.738
C -2.998 -2.566 3.587 -0.364
C -2.400 -2.840 0.405 0.049
C -3.610 -3.075 -0.228 -0.333
C -3.744 -4.221 -0.995 -0.618
C -2.679 -5.106 -1.122 -0.440
C -1.468 -4.850 -0.489 -0.549
C -1.320 -3.701 0.277 0.096
H -4.771 -0.258 1.841 -0.043
H -6.379 -0.693 3.681 0.461
H -5.808 -2.329 5.456 0.360
H -3.648 -3.530 5.387 0.381
H -2.043 -3.078 3.544 0.426
H -4.424 -2.356 -0.169 0.118
H -4.678 -4.402 -1.511 0.411
H -2.783 -5.995 -1.733 0.356
H -0.634 -5.529 -0.610 0.395
H -0.374 -3.453 0.745 0.309
C 2.734 3.160 1.679 -1.227
N 1.835 2.858 0.585 1.218
C 1.202 3.779 -0.149 0.088
N 1.426 5.103 0.161 -0.493
O 0.440 3.473 -1.088 -0.703
H 3.304 2.260 1.896 0.242
H 2.188 3.457 2.578 0.312
H 3.432 3.958 1.413 0.464
H 1.818 1.876 0.289 -0.161
H 1.613 5.327 1.133 0.253
H 0.727 5.703 -0.245 0.309
C 1.132 -1.121 -3.037 -1.098
As -0.344 -0.116 -2.229 0.238
C -1.766 -1.348 -2.773 -0.769
C -0.634 1.221 -3.632 -1.084
H 0.855 -1.547 -4.003 0.509
H 1.409 -1.926 -2.354 0.221
H 1.996 -0.471 -3.164 0.174
H -1.659 -1.637 -3.821 0.474
H -2.743 -0.891 -2.617 0.150
H -1.707 -2.245 -2.159 0.091
H -0.639 0.780 -4.631 0.391
H 0.143 1.983 -3.569 0.287
H -1.598 1.700 -3.450 0.348
N 0.858 7.138 5.207 -0.639
C 0.754 6.482 4.254 0.407
N 0.742 5.783 3.125 -0.551
C -0.219 4.901 2.922 0.313
N -0.974 4.086 2.573 -0.583
```

---

Q:
A structure of composition C32H35AsCsN7O4S4Sb, computed with wB97M-V/def2-TZVPD.

Computed properties:
* multiplicity: 2
* charge: -2
* orbital gap (alpha / beta): 4.33 / 6.55 eV

```
85
Properties=species:S:1:pos:R:3:mulliken_charge:R:1
Cs -0.022 1.051 0.019 1.678
O -7.573 0.131 2.183 -0.522
C -7.060 1.116 2.977 0.777
O -7.837 1.794 3.608 -0.639
C -5.610 1.339 2.904 0.697
C -4.701 0.454 2.297 -0.890
C -3.358 0.727 2.254 -0.622
C -2.819 1.910 2.823 0.499
C -3.747 2.801 3.432 -0.567
C -5.090 2.512 3.467 -0.940
N -1.481 2.096 2.731 -0.095
C -0.859 2.983 3.496 -0.547
C 0.536 3.245 3.409 0.540
C 1.137 4.144 4.331 -0.945
C 2.485 4.384 4.279 -0.224
C 3.258 3.731 3.310 -0.998
C 2.600 2.873 2.439 -0.260
N 1.296 2.625 2.464 -0.006
H -6.868 -0.236 1.637 0.304
H -5.023 -0.490 1.865 0.260
H -2.677 0.017 1.799 0.698
H -3.400 3.739 3.844 0.271
H -5.787 3.204 3.924 0.392
H -1.386 3.515 4.291 0.121
H 0.512 4.630 5.072 0.301
H 2.945 5.071 4.981 0.378
H 4.325 3.891 3.224 0.393
H 3.155 2.356 1.660 0.575
S -0.312 -4.796 -2.772 -0.449
Sb -0.653 -2.673 -1.531 0.662
S -2.668 -2.919 -0.484 -0.760
S 0.628 -4.685 -0.875 -0.430
O 3.453 1.311 -0.485 -0.575
S 3.054 0.089 -1.229 0.419
C 4.077 -0.002 -2.699 -0.040
C 5.162 0.849 -2.817 -0.335
C 5.932 0.797 -3.969 -0.602
C 5.609 -0.096 -4.983 -0.408
C 4.508 -0.932 -4.856 -0.694
C 3.726 -0.881 -3.712 -0.166
C 3.821 -1.284 -0.350 0.943
C 4.639 -0.995 0.730 -0.477
C 5.219 -2.042 1.435 -0.572
C 4.975 -3.356 1.055 -0.551
C 4.135 -3.630 -0.018 -0.569
C 3.545 -2.591 -0.720 -0.415
H 5.365 1.553 -2.020 0.402
H 6.777 1.464 -4.083 0.375
H 6.206 -0.126 -5.885 0.362
H 4.242 -1.610 -5.656 0.401
H 2.845 -1.505 -3.615 0.417
H 4.788 0.041 1.010 0.337
H 5.854 -1.829 2.286 0.378
H 5.426 -4.170 1.610 0.365
H 3.902 -4.650 -0.297 0.422
H 2.856 -2.815 -1.526 0.181
C -0.373 -4.466 2.822 -1.106
N -0.483 -3.207 2.126 0.111
C 0.565 -2.406 1.846 -0.004
N 1.746 -2.654 2.508 -0.415
O 0.469 -1.457 1.062 -0.234
H -1.364 -4.908 2.879 0.353
H -0.005 -4.320 3.841 0.335
H 0.276 -5.178 2.298 0.310
H -1.277 -3.080 1.497 0.049
H 1.942 -3.599 2.792 0.302
H 2.530 -2.153 2.120 0.119
C -3.683 -0.822 -3.784 -1.126
As -2.722 0.421 -2.606 0.241
C -4.213 0.755 -1.376 -0.979
C -2.934 2.025 -3.713 -1.278
H -4.647 -0.402 -4.077 0.349
H -3.841 -1.762 -3.253 0.307
H -3.089 -1.015 -4.677 0.350
H -5.114 1.015 -1.935 0.446
H -3.962 1.568 -0.694 0.415
H -4.381 -0.149 -0.792 0.149
H -3.975 2.159 -4.011 0.395
H -2.305 1.951 -4.600 0.375
H -2.598 2.893 -3.145 0.313
N -0.286 4.036 -6.545 -0.650
C 0.276 3.987 -5.527 0.565
N 0.992 4.010 -4.424 -0.786
C 0.651 3.262 -3.413 0.351
N 0.428 2.601 -2.477 -0.507
```

---

R:
A structure of composition C32H35AsCsN7O4S4Sb, computed with wB97M-V/def2-TZVPD.

Computed properties:
* multiplicity: 2
* charge: -2
* orbital gap (alpha / beta): 4.58 / 7.05 eV

```
85
Properties=species:S:1:pos:R:3:mulliken_charge:R:1
Cs 0.195 0.706 0.010 2.434
O -8.059 1.664 0.268 -0.535
C -7.518 2.310 1.343 0.594
O -8.274 2.807 2.144 -0.635
C -6.046 2.345 1.426 1.116
C -5.187 1.642 0.561 -1.053
C -3.826 1.717 0.695 -0.552
C -3.214 2.529 1.692 -0.155
C -4.094 3.234 2.560 -0.396
C -5.461 3.127 2.426 -0.906
N -1.866 2.522 1.762 0.551
C -1.208 3.496 2.400 -0.792
C 0.209 3.468 2.594 0.660
C 0.886 4.592 3.140 -1.147
C 2.246 4.556 3.303 -0.151
C 2.963 3.410 2.924 -0.971
C 2.236 2.358 2.393 -0.113
N 0.916 2.366 2.236 -0.019
H -7.351 1.394 -0.327 0.308
H -5.566 1.003 -0.233 0.011
H -3.170 1.177 0.021 0.649
H -3.682 3.838 3.357 0.339
H -6.121 3.652 3.105 0.400
H -1.696 4.410 2.745 0.215
H 0.317 5.474 3.410 0.336
H 2.765 5.413 3.717 0.389
H 4.037 3.341 3.033 0.383
H 2.737 1.440 2.075 0.356
S 0.423 -0.848 -5.496 -0.662
Sb -1.068 0.475 -4.443 1.028
S -3.115 -0.383 -4.142 -0.644
S -0.651 2.597 -4.049 -0.580
O 2.104 1.350 -1.766 -0.849
S 2.275 0.024 -2.457 1.025
C 3.679 0.240 -3.570 0.370
C 4.397 1.416 -3.468 -0.243
C 5.518 1.591 -4.272 -0.683
C 5.894 0.601 -5.167 -0.437
C 5.146 -0.568 -5.269 -0.686
C 4.029 -0.752 -4.471 -0.411
C 3.262 -0.996 -1.343 0.598
C 4.127 -0.390 -0.448 -0.496
C 4.941 -1.190 0.334 -0.524
C 4.878 -2.575 0.219 -0.613
C 3.984 -3.165 -0.660 -0.710
C 3.161 -2.371 -1.449 -0.301
H 4.060 2.177 -2.775 0.409
H 6.093 2.506 -4.197 0.382
H 6.766 0.741 -5.795 0.358
H 5.427 -1.333 -5.981 0.384
H 3.428 -1.649 -4.554 0.378
H 4.141 0.691 -0.371 0.392
H 5.620 -0.737 1.045 0.340
H 5.490 -3.202 0.854 0.395
H 3.903 -4.244 -0.699 0.400
H 2.439 -2.814 -2.125 0.249
C -2.948 -3.468 -1.850 -1.316
N -2.180 -2.317 -1.433 0.147
C -1.056 -1.899 -2.059 -0.247
N -0.415 -2.781 -2.875 -0.172
O -0.614 -0.756 -1.858 -0.281
H -3.887 -3.468 -1.300 0.390
H -2.427 -4.400 -1.616 0.348
H -3.179 -3.429 -2.919 0.375
H -2.667 -1.565 -0.972 0.039
H -0.933 -3.587 -3.182 0.195
H 0.125 -2.329 -3.611 0.055
C -3.701 -1.891 1.703 -1.243
As -1.838 -1.235 1.832 0.520
C -1.182 -2.909 2.631 -1.519
C -2.056 -0.269 3.527 -1.251
H -4.121 -2.056 2.697 0.421
H -3.697 -2.842 1.165 0.334
H -4.331 -1.176 1.173 0.233
H -1.951 -3.335 3.279 0.452
H -0.285 -2.702 3.211 0.372
H -0.920 -3.617 1.845 0.338
H -2.326 -0.967 4.321 0.452
H -2.831 0.487 3.412 0.325
H -1.120 0.234 3.769 0.244
N 3.562 -4.992 2.366 -0.730
C 3.224 -3.885 2.480 0.608
N 2.922 -2.625 2.700 -0.762
C 2.048 -2.012 1.946 -0.048
N 1.262 -1.390 1.351 -0.465
```

---

Tell me which of them is the least stable. Sure, it is R.